[1]
This record from OMol25 describes a 2-piece molecular cluster, CH4NOP overall at a distorted geometry. The level of theory is ωB97M-V/def2-TZVPD.

```
! RIJCOSX wB97M-V def2-TZVPD def2/J DEFGRID3
* xyz 0 1
C -2.041 -0.094 -0.132
N -0.851 0.063 0.119
O -0.043 0.082 1.089
P 2.550 -0.453 0.317
H -2.287 0.121 -1.140
H -2.712 -0.095 0.630
H 2.809 0.995 0.238
H 2.575 -0.619 -1.121
*
```

Results
HOMO (alpha / beta), eV: -9.758 / -8.215
F_max, eV/A: 5.6
HOMO-LUMO gap (alpha / beta), eV: 9.120 / 7.362
Lowest unoccupied orbital energy (alpha / beta), hartree: -0.023 / -0.031


[2]
This record from OMol25 describes a 2-piece molecular cluster, CH4NOP overall at a distorted geometry. The level of theory is ωB97M-V/def2-TZVPD.

```
! RIJCOSX wB97M-V def2-TZVPD def2/J DEFGRID3
* xyz 0 3
C -1.305 0.232 -0.972
N -1.810 -0.020 0.047
O -2.242 -0.390 1.079
P 1.346 -0.337 -0.009
H -1.330 0.487 -1.974
H 2.687 -0.201 -0.007
H 1.427 0.995 0.434
H 1.226 -0.767 1.402
*
```

Results
HOMO (alpha / beta), eV: -5.371 / -10.225
<S²>: 2.01
F_max, eV/A: 7.8
HOMO-LUMO gap (alpha / beta), eV: 6.389 / 7.846
Lowest unoccupied orbital energy (alpha / beta), hartree: 0.037 / -0.087


[3]
This record from OMol25 describes a 3-piece molecular cluster, CH4NP overall at a distorted geometry. The level of theory is ωB97M-V/def2-TZVPD.

```
! RIJCOSX wB97M-V def2-TZVPD def2/J DEFGRID3
* xyz 0 1
C -0.659 1.033 0.387
N -1.411 0.174 0.660
P -2.594 -0.866 1.051
H 0.056 1.646 -0.052
H 0.842 -0.901 -1.057
H 0.598 -0.179 -1.412
H -1.832 -1.468 2.148
*
```

Results
HOMO, eV: -7.309
F_max, eV/A: 3.0
HOMO-LUMO gap, eV: 7.882
Lowest unoccupied orbital energy, hartree: 0.021


[4]
This record from OMol25 describes a 2-piece molecular cluster, CH4NS overall at a distorted geometry. The level of theory is ωB97M-V/def2-TZVPD.

```
! RIJCOSX wB97M-V def2-TZVPD def2/J DEFGRID3
* xyz -1 1
S 0.200 -0.361 2.416
H 1.181 0.054 3.218
C 0.117 0.032 -1.155
N -1.085 0.108 -1.611
H 0.283 -0.088 -0.059
H 0.774 -0.654 -1.719
H -1.468 0.910 -1.090
*
```

Results
HOMO, eV: -2.745
F_max, eV/A: 3.9
HOMO-LUMO gap, eV: 7.176
Lowest unoccupied orbital energy, hartree: 0.163


[5]
This record from OMol25 describes CH4NaO9S as an isolated structure at a distorted geometry. The level of theory is ωB97M-V/def2-TZVPD.

```
! RIJCOSX wB97M-V def2-TZVPD def2/J DEFGRID3
* xyz -2 2
Na -4.770 -15.356 9.592
C -2.023 -14.817 10.265
O -2.370 -15.562 9.368
O -0.848 -14.515 10.345
O -2.901 -14.341 10.961
S -6.214 -12.788 10.147
O -7.463 -12.021 10.297
O -5.138 -11.968 10.634
O -6.293 -14.072 10.918
O -5.849 -13.079 8.762
O -5.189 -16.689 11.635
H -4.580 -17.296 12.055
H -5.967 -16.705 12.192
O -8.048 -15.951 10.234
H -7.244 -15.476 10.448
H -8.646 -15.746 10.953
*
```

Results
HOMO (alpha / beta), eV: -0.191 / -0.191
<S²>: 0.76
F_max, eV/A: 5.4
HOMO-LUMO gap (alpha / beta), eV: 4.285 / 4.288
Lowest unoccupied orbital energy (alpha / beta), hartree: 0.150 / 0.151


[6]
This record from OMol25 describes a 2-piece molecular cluster, CH4O2 overall. The level of theory is ωB97M-V/def2-TZVPD.

```
! RIJCOSX wB97M-V def2-TZVPD def2/J DEFGRID3
* xyz 0 1
C 0.737 -0.980 -0.708
O -0.699 1.674 1.026
O -0.665 0.342 1.128
H 1.095 -0.058 -1.123
H -0.159 -1.417 -1.104
H 1.282 -1.457 0.078
H -1.591 1.896 0.703
*
```

Results
HOMO (alpha / beta), eV: -8.616 / -10.938
F_max, eV/A: 0.4
HOMO-LUMO gap (alpha / beta), eV: 7.960 / 11.369
Lowest unoccupied orbital energy (alpha / beta), hartree: -0.024 / 0.016


[7]
This record from OMol25 describes a 2-piece molecular cluster, CH4O2 overall at a distorted geometry. The level of theory is ωB97M-V/def2-TZVPD.

```
! RIJCOSX wB97M-V def2-TZVPD def2/J DEFGRID3
* xyz 0 1
C 0.043 0.902 -1.347
O -0.621 0.248 -0.581
H 0.632 0.383 -2.113
H 0.005 1.992 -1.225
O 0.415 -0.907 1.678
H -0.356 -0.354 1.496
H 0.297 -1.685 1.117
*
```

Results
HOMO, eV: -10.569
F_max, eV/A: 1.3
HOMO-LUMO gap, eV: 11.199
Lowest unoccupied orbital energy, hartree: 0.023


[8]
This record from OMol25 describes CH4O2Rb as an isolated structure at a distorted geometry. The level of theory is ωB97M-V/def2-TZVPD.

```
! RIJCOSX wB97M-V def2-TZVPD def2/J DEFGRID3
* xyz 0 2
H -0.265 0.007 -1.880
O 0.476 2.343 -0.628
Rb 3.113 3.999 0.127
O -0.754 2.969 -0.899
C -1.685 2.624 0.089
H -2.632 3.116 -0.169
H -1.850 1.530 0.110
H -1.355 2.971 1.084
*
```

Results
HOMO (alpha / beta), eV: -5.580 / -5.515
<S²>: 0.75
F_max, eV/A: 1.7
HOMO-LUMO gap (alpha / beta), eV: 4.398 / 4.326
Lowest unoccupied orbital energy (alpha / beta), hartree: -0.043 / -0.044


[9]
This record from OMol25 describes an isolated molecule of CH4O2S at a distorted geometry. The level of theory is ωB97M-V/def2-TZVPD.

```
! RIJCOSX wB97M-V def2-TZVPD def2/J DEFGRID3
* xyz 0 1
C -0.753 -0.730 -0.116
O 0.309 1.676 0.082
O 1.773 -0.749 0.448
S 0.890 0.017 -0.369
H -0.799 -1.709 -0.776
H -1.523 0.133 -0.194
H -0.818 -1.054 0.815
H 0.921 2.415 0.110
*
```

Results
HOMO, eV: -9.455
F_max, eV/A: 4.8
HOMO-LUMO gap, eV: 10.081
Lowest unoccupied orbital energy, hartree: 0.023


[10]
This record from OMol25 describes an isolated ion of composition CH4O3PS2 and charge -1 at a distorted geometry. The level of theory is ωB97M-V/def2-TZVPD.

```
! RIJCOSX wB97M-V def2-TZVPD def2/J DEFGRID3
* xyz -1 1
O -1.323 2.098 3.103
S -0.422 1.652 2.090
O 0.339 0.500 2.534
O 0.439 2.663 1.477
P -1.625 0.995 0.360
C -0.113 0.069 0.083
S -0.253 -1.023 -1.471
H -1.965 -0.092 1.274
H 0.263 -0.353 0.980
H 0.595 0.810 -0.239
H -1.532 -1.523 -1.254
*
```

Results
HOMO, eV: -5.186
F_max, eV/A: 3.9
HOMO-LUMO gap, eV: 8.272
Lowest unoccupied orbital energy, hartree: 0.113


[11]
This record from OMol25 describes a 2-piece molecular cluster, CH4O3PS2 overall at a distorted geometry. The level of theory is ωB97M-V/def2-TZVPD.

```
! RIJCOSX wB97M-V def2-TZVPD def2/J DEFGRID3
* xyz -1 1
C -1.359 0.055 0.072
O 2.881 0.799 -0.542
O 1.380 0.459 1.427
O 1.516 -1.314 -0.341
P -0.659 1.153 -1.316
S -1.620 -1.787 -0.415
S 1.743 0.064 0.041
H -2.378 0.307 0.482
H -0.605 0.103 0.904
H -0.474 2.241 -0.394
H -0.425 -2.080 0.083
*
```

Results
HOMO (alpha / beta), eV: -3.807 / -3.806
F_max, eV/A: 3.2
HOMO-LUMO gap (alpha / beta), eV: 7.098 / 7.097
Lowest unoccupied orbital energy (alpha / beta), hartree: 0.121 / 0.121


[12]
This record from OMol25 describes an isolated molecule of CH4O3S at a distorted geometry. The level of theory is ωB97M-V/def2-TZVPD.

```
! RIJCOSX wB97M-V def2-TZVPD def2/J DEFGRID3
* xyz 0 1
C -0.938 -0.175 0.113
H 0.570 -1.452 0.080
H -1.398 -0.550 0.961
H -1.833 0.499 -0.294
H 1.265 0.957 -1.440
O -0.336 -1.312 -0.507
O 0.915 1.600 -0.732
O 1.302 -0.343 1.082
S 0.453 0.776 0.736
*
```

Results
HOMO, eV: -10.302
F_max, eV/A: 3.4
HOMO-LUMO gap, eV: 10.818
Lowest unoccupied orbital energy, hartree: 0.019


[13]
This record from OMol25 describes an isolated ion of composition CH4O4P2 and charge -2 at a distorted geometry. The level of theory is ωB97M-V/def2-TZVPD.

```
! RIJCOSX wB97M-V def2-TZVPD def2/J DEFGRID3
* xyz -2 1
C -1.294 -0.039 -0.618
P -0.761 -1.206 0.691
O -0.711 -2.581 0.144
O -1.664 -1.023 1.938
O 0.707 -0.627 0.870
P 1.599 0.651 -0.293
O 0.362 1.436 -0.728
H -1.841 0.806 -0.568
H -0.868 -0.287 -1.536
H 2.376 1.654 -0.852
H 2.093 1.217 0.953
*
```

Results
HOMO (alpha / beta), eV: 1.207 / 0.547
F_max, eV/A: 3.4
HOMO-LUMO gap (alpha / beta), eV: 5.905 / 6.650
Lowest unoccupied orbital energy (alpha / beta), hartree: 0.261 / 0.264


[14]
This record from OMol25 describes a 2-piece molecular cluster, CH4O6 overall at a distorted geometry. The level of theory is ωB97M-V/def2-TZVPD.

```
! RIJCOSX wB97M-V def2-TZVPD def2/J DEFGRID3
* xyz 0 1
O 2.083 -0.648 -0.415
C 1.870 0.337 -1.062
O 1.520 1.510 -0.593
H 1.966 0.384 -2.161
H 1.362 1.468 0.369
O -0.112 -0.271 0.865
O -1.307 -0.182 1.592
O -2.291 -0.934 1.009
O -2.973 -0.228 0.022
H 0.374 -1.053 1.183
H -2.492 -0.383 -0.810
*
```

Results
HOMO, eV: -11.059
F_max, eV/A: 1.4
HOMO-LUMO gap, eV: 11.681
Lowest unoccupied orbital energy, hartree: 0.023


[15]
This record from OMol25 describes an isolated molecule of CH5BO2S at a distorted geometry. The level of theory is ωB97M-V/def2-TZVPD.

```
! RIJCOSX wB97M-V def2-TZVPD def2/J DEFGRID3
* xyz 0 1
C -1.720 -0.801 -0.229
S -0.035 -1.349 0.137
B 1.077 0.101 0.112
O 0.404 1.509 0.220
O 2.356 -0.055 -0.172
H -2.362 -1.388 0.482
H -2.052 -0.977 -1.269
H -1.792 0.261 0.162
H 1.058 2.204 0.364
H 3.066 0.495 0.193
*
```

Results
HOMO, eV: -9.162
F_max, eV/A: 5.3
HOMO-LUMO gap, eV: 9.424
Lowest unoccupied orbital energy, hartree: 0.010


[16]
This record from OMol25 describes an isolated molecule of CH5BOS at a distorted geometry. The level of theory is ωB97M-V/def2-TZVPD.

```
! RIJCOSX wB97M-V def2-TZVPD def2/J DEFGRID3
* xyz 0 1
O -0.566 0.512 1.135
B -0.303 0.835 -0.111
C 0.991 0.185 -0.942
S 0.829 -1.573 -0.628
H -1.463 0.648 1.419
H -0.901 1.361 -0.943
H 1.976 0.400 -0.341
H 1.076 0.494 -2.119
H 0.194 -2.145 -1.673
*
```

Results
HOMO, eV: -8.422
F_max, eV/A: 4.0
HOMO-LUMO gap, eV: 8.921
Lowest unoccupied orbital energy, hartree: 0.018


[17]
This record from OMol25 describes a 2-piece molecular cluster, CH5BrP2 overall at a distorted geometry. The level of theory is ωB97M-V/def2-TZVPD.

```
! RIJCOSX wB97M-V def2-TZVPD def2/J DEFGRID3
* xyz 0 1
C -1.172 -0.316 1.263
P -0.119 1.257 -1.538
P 1.591 0.518 -0.684
Br 1.604 -1.853 -0.687
H -0.763 -1.359 1.141
H -2.230 -0.043 1.230
H -0.403 0.499 1.572
H -0.904 0.574 -0.506
H 2.396 0.723 -1.790
*
```

Results
HOMO (alpha / beta), eV: -8.613 / -8.561
F_max, eV/A: 2.3
HOMO-LUMO gap (alpha / beta), eV: 6.489 / 8.084
Lowest unoccupied orbital energy (alpha / beta), hartree: -0.078 / -0.018


[18]
This record from OMol25 describes a 2-piece molecular cluster, CH5ClN2O overall at a distorted geometry. The level of theory is ωB97M-V/def2-TZVPD.

```
! RIJCOSX wB97M-V def2-TZVPD def2/J DEFGRID3
* xyz 0 1
C 0.337 1.501 -0.003
N -1.333 -1.428 0.342
N 1.515 -0.134 -1.223
O 0.958 0.962 -1.002
Cl 1.986 -0.919 0.218
H -0.536 -1.485 -0.219
H -0.340 2.246 -0.334
H 0.235 1.116 0.972
H -1.816 -0.535 -0.075
H -1.006 -1.323 1.325
*
```

Results
HOMO (alpha / beta), eV: -9.129 / -8.862
F_max, eV/A: 3.4
HOMO-LUMO gap (alpha / beta), eV: 8.883 / 8.556
Lowest unoccupied orbital energy (alpha / beta), hartree: -0.009 / -0.011


[19]
This record from OMol25 describes CH5ClNOP as an isolated structure at a distorted geometry. The level of theory is ωB97M-V/def2-TZVPD.

```
! RIJCOSX wB97M-V def2-TZVPD def2/J DEFGRID3
* xyz 0 1
C -0.461 0.433 -1.459
N 1.200 -0.815 1.566
O -0.940 0.174 -0.129
P -0.270 0.846 1.180
Cl 0.590 -2.086 0.568
H 0.614 0.230 -1.406
H -0.652 1.541 -1.612
H -1.045 -0.243 -2.007
H 2.026 -0.446 1.108
H -1.062 0.365 2.190
*
```

Results
HOMO, eV: -8.781
F_max, eV/A: 3.5
HOMO-LUMO gap, eV: 8.949
Lowest unoccupied orbital energy, hartree: 0.006


[20]
This record from OMol25 describes a 2-piece molecular cluster, CH5ClNOP overall at a distorted geometry. The level of theory is ωB97M-V/def2-TZVPD.

```
! RIJCOSX wB97M-V def2-TZVPD def2/J DEFGRID3
* xyz 0 1
C -0.365 1.068 -0.766
N 2.013 0.151 0.837
O 1.009 -1.168 -1.304
P 0.973 -0.129 -0.301
Cl -1.874 -1.092 1.664
H 0.098 1.234 -1.814
H -1.225 0.430 -0.827
H -0.549 1.865 -0.137
H -2.838 -1.785 1.590
H 2.759 -0.573 1.057
*
```

Results
HOMO, eV: -10.253
F_max, eV/A: 4.1
HOMO-LUMO gap, eV: 10.667
Lowest unoccupied orbital energy, hartree: 0.015